{
  "formula": "C41H79Cl24N4O3S2",
  "method": "ωB97M-V with the def2-TZVPD basis set",
  "energy_ev": -378105.5534,
  "multiplicity": 1,
  "charge": 1,
  "orbital_gap_ev": 8.41,
  "homo_energy_ev": -10.425,
  "species": ["C", "C", "O", "C", "O", "C", "C", "C", "N", "C", "N", "C", "C", "N", "C", "C", "C", "S", "C", "S", "N", "C", "C", "O", "C", "C", "H", "H", "H", "H", "H", "H", "H", "H", "H", "H", "H", "H", "H", "H", "H", "H", "H", "H", "H", "H", "H", "H", "H", "H", "H", "H", "H", "H", "H", "H", "H", "Cl", "C", "C", "Cl", "H", "H", "H", "H", "Cl", "C", "C", "Cl", "H", "H", "H", "H", "Cl", "C", "C", "Cl", "H", "H", "H", "H", "Cl", "C", "C", "Cl", "H", "H", "H", "H", "Cl", "C", "C", "Cl", "H", "H", "H", "H", "Cl", "C", "C", "Cl", "H", "H", "H", "H", "Cl", "C", "C", "Cl", "H", "H", "H", "H", "Cl", "C", "C", "Cl", "H", "H", "H", "H", "Cl", "C", "C", "Cl", "H", "H", "H", "H", "Cl", "C", "C", "Cl", "H", "H", "H", "H", "Cl", "C", "C", "Cl", "H", "H", "H", "H", "Cl", "C", "C", "Cl", "H", "H", "H", "H"],
  "xyz": [[-2.924, 3.656, -3.163], [-3.031, 2.813, -4.470], [-2.071, 1.731, -4.406], [-2.582, 0.584, -3.917], [-3.573, 0.524, -3.212], [-1.848, -0.737, -4.267], [-0.588, -1.001, -3.410], [-0.817, -0.782, -1.883], [0.462, -0.391, -1.265], [1.054, -1.054, -0.318], [2.285, -0.702, 0.274], [2.838, -2.034, 0.705], [1.764, -3.116, 0.306], [0.538, -2.251, 0.217], [-0.141, -2.166, 1.538], [-1.022, -0.894, 1.722], [-0.607, -0.018, 2.957], [0.762, 1.132, 2.601], [0.340, 1.976, 1.036], [-1.244, 2.311, 0.735], [1.427, 2.221, 0.182], [1.228, 3.357, -0.736], [1.585, 4.747, -0.083], [1.604, 4.714, 1.336], [2.566, 3.770, 1.821], [2.690, 2.508, 0.899], [-3.583, 4.554, -3.249], [-1.882, 4.022, -3.044], [-3.153, 3.052, -2.263], [-4.064, 2.481, -4.671], [-2.736, 3.496, -5.290], [-1.535, -0.669, -5.334], [-2.582, -1.573, -4.213], [-0.314, -2.069, -3.555], [0.302, -0.420, -3.729], [-1.571, 0.005, -1.663], [-1.217, -1.720, -1.461], [0.926, 0.457, -1.600], [2.860, -0.342, -0.496], [3.075, -2.046, 1.784], [3.714, -2.209, 0.055], [1.630, -3.973, 0.983], [2.008, -3.383, -0.741], [-0.813, -3.048, 1.600], [0.595, -2.293, 2.364], [-1.129, -0.277, 0.812], [-2.048, -1.242, 1.972], [-1.497, 0.468, 3.397], [-0.215, -0.717, 3.727], [0.248, 3.357, -1.248], [1.975, 3.231, -1.557], [0.939, 5.556, -0.475], [2.621, 5.015, -0.411], [2.253, 3.501, 2.848], [3.570, 4.241, 1.899], [3.423, 2.793, 0.110], [3.130, 1.638, 1.417], [-0.750, -5.907, 2.250], [-2.409, -6.063, 2.890], [-3.432, -5.409, 1.990], [-3.281, -3.632, 1.975], [-2.424, -5.634, 3.891], [-2.618, -7.130, 2.969], [-4.437, -5.636, 2.348], [-3.347, -5.762, 0.964], [5.793, 5.876, 2.511], [4.903, 5.996, 4.049], [5.656, 5.359, 5.194], [5.739, 3.581, 5.041], [3.923, 5.538, 3.912], [4.759, 7.058, 4.248], [5.144, 5.568, 6.133], [6.669, 5.739, 5.266], [-5.038, -0.003, -6.820], [-5.892, -0.135, -5.268], [-7.100, -1.037, -5.347], [-8.401, -0.335, -6.344], [-6.169, 0.869, -4.951], [-5.179, -0.536, -4.549], [-7.512, -1.186, -4.349], [-6.845, -2.011, -5.762], [7.385, 4.056, -0.260], [8.963, 3.755, 0.515], [8.906, 2.600, 1.488], [7.928, 2.984, 2.927], [9.279, 4.674, 1.004], [9.669, 3.529, -0.283], [9.911, 2.366, 1.840], [8.489, 1.708, 1.024], [-1.222, -4.628, -2.614], [-2.216, -5.518, -3.804], [-2.736, -4.618, -4.900], [-3.947, -3.458, -4.294], [-3.028, -6.003, -3.265], [-1.581, -6.290, -4.233], [-3.226, -5.217, -5.667], [-1.933, -4.052, -5.370], [-1.673, 5.886, -2.094], [-2.521, 6.496, -0.649], [-3.930, 5.961, -0.556], [-4.982, 6.619, -1.834], [-2.505, 7.583, -0.684], [-1.945, 6.171, 0.218], [-4.370, 6.250, 0.398], [-3.950, 4.875, -0.629], [0.600, -9.383, -3.971], [-0.384, -10.281, -5.155], [-0.903, -9.385, -6.254], [-2.119, -8.227, -5.652], [-1.197, -10.767, -4.618], [0.256, -11.052, -5.582], [-1.390, -9.985, -7.022], [-0.100, -8.818, -6.722], [4.938, -2.856, 3.338], [6.297, -3.608, 2.460], [7.210, -2.584, 1.825], [6.437, -1.718, 0.472], [5.882, -4.292, 1.721], [6.858, -4.192, 3.189], [8.090, -3.081, 1.417], [7.541, -1.841, 2.550], [10.867, 3.634, 6.866], [9.528, 3.068, 7.895], [8.179, 3.465, 7.342], [7.910, 5.227, 7.433], [9.682, 3.464, 8.897], [9.599, 1.981, 7.940], [7.387, 2.994, 7.925], [8.066, 3.160, 6.305], [-4.270, 5.085, -6.951], [-3.853, 6.812, -6.835], [-2.711, 7.068, -5.878], [-3.166, 6.761, -4.181], [-4.749, 7.354, -6.538], [-3.571, 7.136, -7.837], [-2.411, 8.114, -5.939], [-1.845, 6.450, -6.111], [-1.949, -3.719, 5.502], [-3.037, -3.811, 6.910], [-4.113, -4.850, 6.704], [-5.252, -4.382, 5.418], [-3.455, -2.819, 7.075], [-2.429, -4.074, 7.776], [-4.690, -4.973, 7.620], [-3.688, -5.816, 6.436], [-7.204, -1.860, 0.606], [-8.170, -1.905, 2.103], [-7.476, -2.674, 3.203], [-7.384, -4.418, 2.848], [-9.141, -2.335, 1.866], [-8.319, -0.872, 2.416], [-8.033, -2.570, 4.134], [-6.463, -2.310, 3.368]],
  "lowdin_charge": [-0.168, -0.199, 0.001, -0.486, 0.072, -0.096, -0.154, -0.123, 0.155, -0.306, 0.111, -0.152, -0.078, -0.055, -0.162, -0.235, -0.460, 0.913, -1.012, 0.712, -0.187, -0.176, -0.162, -0.135, -0.184, -0.186, -0.010, -0.021, 0.075, 0.114, 0.079, 0.133, 0.029, 0.080, 0.118, 0.122, 0.120, 0.163, 0.145, 0.049, 0.076, 0.124, 0.126, 0.036, 0.127, 0.036, 0.075, 0.080, 0.079, 0.074, 0.126, 0.110, 0.129, 0.105, 0.089, 0.128, 0.100, 0.552, -0.656, -0.623, 0.587, -0.012, 0.079, 0.052, 0.071, 0.542, -0.641, -0.668, 0.540, 0.055, 0.078, 0.070, 0.017, 0.555, -0.680, -0.665, 0.544, 0.071, 0.031, 0.075, 0.062, 0.518, -0.652, -0.654, 0.514, 0.072, 0.073, 0.074, 0.061, 0.558, -0.678, -0.629, 0.613, 0.074, -0.007, 0.067, 0.075, 0.587, -0.579, -0.626, 0.557, 0.076, 0.072, 0.077, 0.061, 0.538, -0.660, -0.637, 0.602, 0.070, 0.076, 0.076, 0.072, 0.580, -0.634, -0.643, 0.554, 0.071, 0.076, 0.077, 0.071, 0.539, -0.661, -0.667, 0.593, 0.068, 0.073, 0.075, 0.014, 0.576, -0.646, -0.611, 0.536, 0.070, 0.073, 0.075, 0.072, 0.569, -0.638, -0.647, 0.561, 0.071, 0.076, 0.077, 0.069, 0.533, -0.661, -0.674, 0.522, 0.070, 0.074, 0.075, 0.053]
}